DFT (the ωB97M-V functional and the def2-TZVPD basis) results for a cluster of 8 separate species, C45H37BO16PS in total in a non-equilibrium geometry.

The calculation puts the gap between HOMO and LUMO at 2.21 eV. As for the charge: -1. The calculated total energy comes out at -100819.701 eV.

Element x y z (Å)
C: 1.680 -0.170 4.034
C: 1.478 0.841 2.885
C: -0.046 0.815 2.385
B: -1.064 0.698 3.591
O: -1.548 1.910 4.157
O: -1.484 -0.522 4.187
P: 1.727 2.550 3.534
S: 3.551 2.925 4.141
H: 2.735 -0.436 4.172
H: 1.148 -1.102 3.804
H: 1.337 0.181 5.032
H: -0.117 -0.002 1.651
H: -0.199 1.770 1.859
H: -2.502 1.938 4.135
H: -2.149 -0.934 3.657
H: 0.852 2.721 4.665
H: 1.276 3.418 2.495
C: -3.729 3.698 1.406
C: -3.649 4.127 0.148
C: -4.471 3.514 -0.918
O: -4.404 3.888 -2.074
C: -5.387 2.417 -0.542
C: -5.467 1.986 0.715
C: -4.644 2.595 1.784
O: -4.714 2.208 2.932
H: -3.134 4.126 2.203
H: -2.985 4.929 -0.150
H: -5.980 1.990 -1.341
H: -6.130 1.183 1.010
C: 7.118 1.000 3.589
C: 5.928 0.495 3.267
C: 5.816 -0.788 2.541
O: 4.736 -1.246 2.245
C: 7.072 -1.493 2.188
C: 8.260 -0.985 2.512
C: 8.372 0.302 3.239
O: 9.460 0.762 3.535
H: 7.218 1.940 4.117
H: 4.998 1.000 3.521
H: 6.967 -2.431 1.656
H: 9.190 -1.482 2.263
C: 2.595 -3.449 1.117
C: 1.368 -3.778 1.520
C: 0.683 -4.979 0.993
O: -0.438 -5.282 1.354
C: 1.411 -5.807 0.001
C: 2.636 -5.479 -0.401
C: 3.323 -4.276 0.125
O: 4.443 -3.985 -0.245
H: 3.112 -2.575 1.491
H: 0.821 -3.186 2.243
H: 0.896 -6.685 -0.376
H: 3.184 -6.071 -1.125
C: -5.218 -0.407 -3.714
C: -4.953 -1.095 -4.823
C: -6.034 -1.745 -5.598
O: -5.793 -2.372 -6.607
C: -7.419 -1.601 -5.095
C: -7.683 -0.913 -3.987
C: -6.603 -0.264 -3.213
O: -6.844 0.369 -2.204
H: -4.441 0.076 -3.133
H: -3.947 -1.210 -5.206
H: -8.194 -2.082 -5.677
H: -8.689 -0.795 -3.605
C: -5.727 3.941 -7.637
C: -6.692 3.121 -7.227
C: -6.723 2.609 -5.837
O: -7.601 1.855 -5.464
C: -5.645 3.043 -4.923
C: -4.678 3.863 -5.333
C: -4.645 4.374 -6.721
O: -3.768 5.122 -7.099
H: -5.685 4.325 -8.648
H: -7.490 2.792 -7.881
H: -5.683 2.660 -3.911
H: -3.881 4.187 -4.676
C: -0.334 -7.335 -5.110
C: 0.405 -7.396 -4.004
C: -0.104 -8.051 -2.779
O: 0.569 -8.106 -1.770
C: -1.462 -8.637 -2.827
C: -2.201 -8.576 -3.933
C: -1.692 -7.921 -5.160
O: -2.364 -7.868 -6.168
H: 0.019 -6.859 -6.016
H: 1.401 -6.974 -3.948
H: -1.815 -9.111 -1.920
H: -3.196 -8.997 -3.988
C: 9.063 5.475 6.246
C: 8.472 4.745 5.301
C: 7.168 5.149 4.725
O: 6.628 4.489 3.868
C: 6.547 6.391 5.238
C: 7.139 7.119 6.184
C: 8.442 6.717 6.758
O: 8.984 7.383 7.619
H: 10.015 5.197 6.680
H: 8.911 3.834 4.913
H: 5.594 6.667 4.805
H: 6.701 8.029 6.573

=====

DFT (the ωB97M-V functional and the def2-TZVPD basis) results for a structure of composition C45H37BrF5N2OP2Ti in a non-equilibrium geometry.

The calculation puts the gap between HOMO and LUMO (alpha / beta) at 6.57 / 6.24 eV. As for the charge: +2. The calculated total energy comes out at -177602.614 eV. The spin multiplicity is 2.

Element x y z (Å)
Ti: 0.086 -1.182 0.470
Br: -1.313 -2.767 -6.720
C: -1.248 -2.690 -4.858
C: -2.044 -3.545 -4.106
C: -1.986 -3.502 -2.725
C: -1.123 -2.615 -2.099
C: -0.371 -1.735 -2.856
C: -0.422 -1.766 -4.237
N: -1.032 -2.492 -0.666
C: -1.547 -3.370 0.091
C: -1.654 -3.106 1.537
C: -2.246 -3.989 2.400
C: -2.386 -3.631 3.737
C: -1.928 -2.395 4.150
C: -1.319 -1.565 3.228
N: -1.181 -1.909 1.940
H: -2.723 -4.228 -4.600
H: -2.664 -4.133 -2.162
H: 0.264 -1.008 -2.371
H: 0.176 -1.082 -4.827
H: -1.934 -4.306 -0.298
H: -2.603 -4.943 2.029
H: -2.852 -4.309 4.442
H: -2.033 -2.071 5.176
H: -0.946 -0.592 3.510
C: 0.583 1.849 -1.686
C: -0.950 1.732 -1.530
P: -1.489 0.712 -0.095
C: -1.929 1.846 1.252
C: -2.989 2.731 1.054
C: -3.367 3.598 2.069
C: -2.704 3.571 3.291
C: -1.647 2.691 3.490
C: -1.251 1.843 2.465
C: -3.105 -0.016 -0.541
C: -3.948 -0.429 0.498
C: -5.150 -1.062 0.222
C: -5.531 -1.286 -1.099
C: -4.704 -0.875 -2.133
C: -3.494 -0.249 -1.857
P: 1.437 2.086 -0.078
C: 3.125 1.471 -0.361
C: 3.884 1.238 0.790
C: 5.178 0.742 0.700
C: 5.723 0.463 -0.549
C: 4.979 0.694 -1.697
C: 3.687 1.199 -1.604
C: 1.606 3.894 0.061
C: 2.450 4.605 -0.793
C: 2.539 5.985 -0.695
C: 1.784 6.665 0.258
C: 0.946 5.965 1.110
C: 0.859 4.580 1.013
H: 0.814 2.645 -2.391
H: 0.971 0.912 -2.092
H: -1.356 1.278 -2.431
H: -1.422 2.704 -1.396
H: -3.536 2.736 0.116
H: -4.187 4.288 1.909
H: -3.005 4.244 4.085
H: -1.115 2.687 4.434
H: -0.381 1.210 2.595
H: -3.678 -0.233 1.529
H: -5.803 -1.358 1.035
H: -6.481 -1.759 -1.318
H: -5.000 -1.035 -3.163
H: -2.871 0.053 -2.688
H: 3.472 1.486 1.766
H: 5.765 0.586 1.598
H: 6.731 0.072 -0.625
H: 5.408 0.486 -2.672
H: 3.126 1.385 -2.514
H: 3.055 4.083 -1.528
H: 3.202 6.533 -1.355
H: 1.859 7.744 0.336
H: 0.363 6.493 1.856
H: 0.211 4.036 1.686
F: 1.197 -3.273 1.337
C: 2.030 -3.107 0.240
C: 1.815 -1.964 -0.486
C: 2.633 -1.846 -1.590
F: 2.512 -0.810 -2.440
C: 3.601 -2.774 -1.910
F: 4.375 -2.608 -2.972
C: 3.765 -3.900 -1.119
F: 4.688 -4.793 -1.415
C: 2.953 -4.086 -0.016
F: 3.080 -5.159 0.755
C: 1.990 -0.949 3.163
O: 1.388 -0.390 1.957
H: 3.011 -1.241 2.942
H: 1.420 -1.821 3.447
H: 1.968 -0.205 3.952
H: 1.938 0.336 1.643

=====

DFT (the ωB97M-V functional and the def2-TZVPD basis) results for a structure of composition C45H37ClN10O6STi in a non-equilibrium geometry.

The calculation puts the gap between HOMO and LUMO (alpha / beta) at 4.11 / 7.34 eV. The calculated total energy comes out at -120915.695 eV. The spin multiplicity is 3.

Element x y z (Å)
Ti: -0.601 0.689 0.526
C: -0.716 -2.516 5.004
N: -1.119 -1.561 3.988
C: -0.738 -1.536 2.682
N: -1.334 -0.541 2.068
C: -2.096 0.014 3.057
N: -2.015 -0.588 4.248
C: 0.428 -2.003 5.846
C: 0.257 -1.795 7.221
C: 1.316 -1.336 8.004
C: 2.557 -1.071 7.422
C: 2.756 -1.258 6.049
C: 1.686 -1.738 5.275
C: 4.043 -0.934 5.448
N: 5.194 -0.618 6.007
N: 6.067 -0.337 4.973
C: 5.387 -0.496 3.855
O: 4.095 -0.891 4.080
C: 5.778 -0.264 2.470
C: 7.038 0.278 2.185
C: 7.417 0.541 0.870
C: 6.536 0.274 -0.179
C: 5.264 -0.265 0.068
C: 4.367 -0.550 -1.120
N: 2.983 -0.840 -0.787
C: 2.012 0.036 -0.410
N: 0.882 -0.610 -0.241
C: 1.207 -1.893 -0.568
N: 2.488 -2.092 -0.888
C: 4.909 -0.548 1.400
H: -0.424 -3.445 4.502
H: -1.601 -2.736 5.612
H: -0.042 -2.236 2.244
H: -2.731 0.876 2.901
H: -0.706 -1.981 7.694
H: 1.173 -1.174 9.070
H: 3.368 -0.700 8.048
H: 1.832 -1.897 4.207
H: 7.733 0.503 2.993
H: 8.400 0.959 0.663
H: 6.857 0.489 -1.198
H: 4.761 -1.405 -1.680
H: 4.344 0.321 -1.787
H: 2.177 1.096 -0.269
H: 0.491 -2.704 -0.566
H: 3.940 -0.995 1.620
O: -6.817 2.555 1.814
C: -5.478 2.502 1.989
O: -5.012 3.148 2.911
C: -4.546 1.704 1.124
C: -4.803 0.908 0.045
Cl: -6.399 0.604 -0.638
N: -3.557 0.367 -0.428
N: -2.598 0.890 0.423
C: -3.077 1.632 1.298
C: -2.098 2.225 2.245
O: -2.417 2.971 3.154
O: -0.819 1.890 2.044
C: -3.261 -0.523 -1.529
C: -1.924 -0.903 -1.778
C: -1.592 -1.761 -2.830
C: -2.588 -2.264 -3.663
C: -3.915 -1.908 -3.443
C: -4.253 -1.049 -2.392
H: -7.313 2.098 1.132
H: -1.119 -0.544 -1.166
H: -0.559 -2.037 -2.999
H: -2.331 -2.929 -4.478
H: -4.690 -2.299 -4.091
H: -5.291 -0.829 -2.296
O: -0.772 0.841 -1.404
S: -0.294 2.171 -1.906
C: 0.523 2.008 -3.523
C: 0.906 0.597 -3.886
C: 2.060 0.006 -3.354
C: 2.406 -1.303 -3.694
C: 1.602 -2.034 -4.566
C: 0.448 -1.460 -5.095
C: 0.099 -0.152 -4.754
C: -1.730 3.160 -2.433
C: -2.623 2.546 -3.484
C: -2.844 3.212 -4.700
C: -3.676 2.658 -5.675
C: -4.305 1.437 -5.444
C: -4.108 0.773 -4.236
C: -3.278 1.327 -3.260
H: 1.428 2.626 -3.475
H: -0.082 2.447 -4.319
H: 2.690 0.556 -2.659
H: 3.298 -1.756 -3.269
H: 1.868 -3.055 -4.825
H: -0.188 -2.033 -5.764
H: -0.815 0.274 -5.163
H: -1.337 4.124 -2.773
H: -2.328 3.361 -1.536
H: -2.370 4.170 -4.902
H: -3.837 3.181 -6.614
H: -4.953 1.005 -6.202
H: -4.599 -0.179 -4.050
H: -3.138 0.789 -2.323
H: 0.787 1.731 0.232